Record 1
{"formula": "C8H16N2", "method": "ωB97M-V with the def2-TZVPD basis set", "symbols": ["C", "C", "C", "C", "C", "N", "N", "H", "H", "H", "H", "H", "H", "H", "H", "C", "C", "C", "H", "H", "H", "H", "H", "H", "H", "H"], "xyz": [[1.54091, -1.13474, 1.17152], [2.96348, -0.57071, 1.00515], [0.51843, -0.06645, 1.40142], [0.28354, 1.10637, 0.74074], [-1.07557, 0.91179, 2.45576], [-0.37803, -0.18743, 2.44008], [-0.70679, 1.73472, 1.44061], [1.29438, -1.70008, 0.26866], [1.50383, -1.81878, 2.01441], [3.60066, -1.32850, 0.54302], [0.79359, 1.54565, -0.09962], [-1.82766, 1.20814, 3.16737], [-1.15876, 2.60638, 1.22341], [3.40270, -0.34045, 1.97298], [2.94819, 0.32119, 0.38634], [-0.77565, -0.05171, -2.68114], [-1.59531, 0.19628, -3.94549], [-0.82522, -1.49118, -2.17933], [0.23656, 0.29881, -2.88054], [-1.28416, 0.48765, -1.87287], [-2.57269, -0.29223, -3.85929], [-1.80404, -1.82831, -1.84860], [-0.14481, -2.18509, -2.66197], [-1.16103, -0.38430, -4.76806], [-1.65373, 1.24157, -4.23288], [-0.34004, -1.45502, -1.18496]], "forces_ev_per_angstrom": [[0.3, 0.4, -0.4], [-0.2, -0.6, 0.1], [-0.4, -0.3, 0.2], [0.7, -0.1, -0.1], [0.0, 0.2, -0.3], [0.2, -0.1, 0.5], [-0.6, 0.3, 0.1], [-0.1, -0.1, 0.1], [-0.1, -0.1, 0.0], [0.0, 0.2, -0.1], [-0.2, 0.1, 0.0], [-0.1, -0.2, 0.0], [0.2, 0.0, -0.1], [0.0, 0.2, 0.1], [0.2, 0.1, -0.1], [-1.4, -0.1, -0.2], [0.1, -1.4, -0.4], [1.6, 0.6, 1.9], [0.1, 0.0, 0.5], [0.6, 0.5, -0.1], [-0.2, 0.6, 0.2], [-0.3, -0.3, -1.0], [-0.7, -0.4, -0.8], [0.2, 0.3, -0.1], [-0.2, 0.0, 0.0], [0.0, 0.1, -0.1]], "nbo_charge": [-0.426, -0.593, 0.093, -0.126, 0.162, -0.460, -0.520, 0.206, 0.227, 0.205, 0.218, 0.194, 0.414, 0.208, 0.199, -0.397, -0.606, -0.628, 0.197, 0.193, 0.201, 0.215, 0.209, 0.197, 0.206, 0.211], "smiles": "CCc1c[nH]cn1.CCC"}



Record 2
{"formula": "C22H40NO3PbSSi4", "method": "ωB97M-V with the def2-TZVPD basis set", "symbols": ["Pb", "N", "C", "C", "C", "O", "O", "H", "H", "H", "H", "H", "H", "C", "C", "O", "S", "C", "C", "C", "C", "C", "C", "C", "C", "H", "H", "H", "H", "H", "H", "H", "C", "Si", "C", "C", "Si", "Si", "C", "C", "C", "Si", "C", "C", "C", "H", "H", "H", "H", "H", "H", "H", "H", "H", "H", "H", "H", "H", "H", "H", "H", "H", "H", "H", "H", "H", "H", "H", "H", "H", "H", "H"], "xyz": [[-3.80166, -21.18909, -6.65841], [-4.36024, -22.77697, -5.01590], [-5.20531, -23.98946, -5.21142], [-6.57482, -23.80422, -5.89464], [-6.54265, -22.92002, -7.14619], [-6.92733, -23.39177, -8.20477], [-6.09764, -21.67291, -7.10398], [-3.48673, -23.07503, -4.60259], [-4.85117, -22.17231, -4.34734], [-5.43669, -24.37774, -4.22705], [-4.62593, -24.72461, -5.81341], [-7.29026, -23.42846, -5.08894], [-6.78662, -24.78891, -6.25822], [-0.39839, -11.30827, -3.18429], [-1.04750, -12.68006, -3.48085], [-0.33537, -13.63341, -3.71484], [-2.81952, -12.57065, -3.57050], [-3.02910, -14.28338, -3.98261], [-3.86314, -14.58145, -5.09069], [-4.13142, -15.86554, -5.49552], [-3.70339, -16.94919, -4.67087], [-2.96725, -16.64260, -3.50355], [-2.69772, -15.32962, -3.15191], [-4.01239, -18.29056, -5.00642], [-4.28443, -19.48147, -5.26006], [-1.11797, -10.54268, -3.43982], [0.49035, -11.14580, -3.85157], [-0.12743, -11.17152, -2.13605], [-4.20410, -13.74386, -5.76520], [-4.72875, -16.07382, -6.37633], [-2.52736, -17.44245, -2.90532], [-2.14522, -15.10188, -2.22144], [-2.23227, -20.04601, -10.51751], [-3.81795, -19.05834, -10.20072], [-4.45749, -18.18141, -11.73452], [-3.33171, -17.85969, -8.75602], [-5.47003, -20.67195, -9.42434], [-7.39524, -19.29188, -9.33140], [-8.86227, -20.28313, -8.58886], [-7.13908, -17.76687, -8.25462], [-7.95766, -18.94348, -11.07853], [-5.71994, -22.70789, -10.82014], [-7.51074, -23.31811, -11.18226], [-4.90856, -24.35917, -10.23734], [-4.96660, -21.98620, -12.46690], [-1.42899, -19.27648, -10.53481], [-2.08902, -20.53281, -11.47710], [-1.89181, -20.70356, -9.66699], [-5.00345, -17.22840, -11.56639], [-5.12325, -18.86052, -12.29377], [-3.58542, -18.01737, -12.34763], [-2.28004, -17.66263, -8.60244], [-3.70405, -18.14518, -7.73138], [-3.73896, -16.87661, -8.97581], [-9.74709, -19.77948, -9.02540], [-8.78879, -20.32315, -7.50717], [-8.73511, -21.24230, -9.05459], [-7.28661, -17.95832, -7.18430], [-7.85325, -16.91232, -8.41663], [-6.17019, -17.42115, -8.53077], [-7.19767, -18.49336, -11.72315], [-8.83400, -18.29881, -10.84941], [-8.48379, -19.79997, -11.54390], [-7.77313, -24.11505, -10.49396], [-7.73724, -23.59013, -12.26004], [-8.14784, -22.43690, -11.03523], [-4.79249, -25.06918, -11.05132], [-5.71531, -24.78685, -9.57953], [-3.97888, -24.20853, -9.65837], [-5.40299, -22.45693, -13.36582], [-3.89356, -22.04774, -12.56155], [-5.27265, -20.96490, -12.53227]], "forces_ev_per_angstrom": [[0.5, 0.9, -2.6], [-1.6, -0.9, 1.0], [0.2, -0.1, -0.5], [0.7, 1.3, 1.1], [0.4, 2.4, -0.3], [-0.6, -0.9, -0.2], [-1.0, -2.4, 1.7], [0.1, 0.2, 0.1], [0.4, -0.1, -0.2], [0.2, -0.6, 0.2], [-0.2, 0.5, 0.5], [0.6, -0.4, -1.4], [-0.8, -0.5, 0.1], [0.1, -0.1, -0.8], [2.1, 1.0, -0.2], [-1.2, 0.5, 0.4], [0.8, -1.1, 0.1], [-2.6, -0.2, -0.8], [0.7, 1.6, -1.1], [-0.1, -1.0, 1.1], [0.2, 1.0, 0.1], [0.0, -0.2, -0.5], [1.0, 0.2, 0.9], [-0.5, -2.6, -0.4], [0.3, 2.6, 0.6], [-0.2, 0.4, 0.1], [-0.7, -0.4, 0.8], [0.1, -0.3, -0.1], [0.4, -0.9, 0.9], [0.1, 0.0, 0.1], [-0.5, 0.1, -0.1], [-0.3, -0.3, -0.6], [1.6, 0.8, 0.5], [-1.1, -1.8, 1.3], [-0.1, 0.4, -0.2], [-0.8, -0.2, 0.5], [1.3, 0.5, 0.7], [0.2, -2.0, 0.9], [0.6, 1.3, -1.1], [-1.7, 0.8, -0.3], [-1.4, 0.3, 0.2], [0.2, 0.5, -0.1], [0.0, 1.0, -1.3], [-0.8, 0.5, 0.8], [-0.9, -1.4, -0.2], [-0.2, -0.1, 0.0], [-0.4, -0.5, -0.1], [-0.8, 0.4, -0.8], [0.4, -0.5, 0.0], [0.3, 0.3, 0.3], [0.3, 0.5, -0.6], [0.6, -0.3, -0.3], [0.0, 0.0, -1.1], [-0.3, 0.3, 0.0], [0.0, -0.4, 0.7], [-0.3, -0.1, 0.0], [-0.2, -0.8, 0.1], [0.7, -0.4, -0.2], [0.5, -0.7, -0.4], [1.0, 0.5, 0.4], [-0.5, 0.0, 0.0], [0.5, 0.5, -0.6], [0.8, 0.0, 0.1], [-0.2, 0.0, 0.0], [0.6, -0.1, 1.1], [-0.2, -0.3, 0.3], [0.3, 0.0, -0.3], [1.0, 0.4, -0.4], [-0.4, -0.3, -0.3], [0.2, -0.2, 0.2], [0.4, 0.0, 0.2], [-0.1, 0.8, 0.1]], "mulliken_charge": [0.988, -0.491, -0.762, -0.598, 0.434, -0.543, -0.591, 0.244, 0.315, 0.329, 0.362, 0.288, 0.288, -1.040, 0.702, -0.527, -0.242, 0.303, -0.419, -0.411, 0.509, -0.618, -0.157, -0.166, -0.892, 0.364, 0.285, 0.254, 0.285, 0.370, 0.389, 0.328, -1.114, 0.555, -1.302, -0.698, -0.190, 0.229, -1.054, -0.926, -1.002, 0.959, -1.067, -1.196, -1.102, 0.442, 0.372, 0.173, 0.302, 0.243, 0.447, 0.529, -0.417, 0.388, 0.393, 0.237, 0.166, 0.300, 0.441, -0.008, 0.268, 0.351, 0.249, 0.238, 0.389, 0.162, 0.401, 0.213, 0.256, 0.440, 0.269, 0.086], "charge": -1}



Number 1: energy -11535.432 eV. Number 2: energy -78688.897 eV.